Entry 1:
Molecular formula: C66H174N14O19
Method: DFT, wB97M-V/def2-TZVPD

Structure (ORCA input):
```
! wB97M-V def2-TZVPD RIJCOSX def2/J DEFGRID3
* xyz 0 1
C -2.053 -0.456 12.087
O -1.259 0.474 11.410
C -1.322 0.507 10.026
C -0.452 -0.347 9.206
N -0.517 -0.028 7.770
C 0.664 0.685 7.218
C 0.695 0.969 5.768
O 0.717 -0.278 5.065
C 0.936 0.006 3.736
H -2.077 -0.240 13.155
H -1.858 -1.506 11.943
H -3.053 -0.284 11.691
H -1.045 1.543 9.702
H -2.342 0.221 9.803
H -0.674 -1.394 9.341
H 0.604 -0.234 9.546
H -0.861 -0.764 7.127
H 1.523 0.113 7.527
H 0.639 1.627 7.708
H 1.577 1.508 5.501
H -0.149 1.541 5.343
H 1.717 0.780 3.512
H -0.058 0.315 3.360
H 1.160 -0.892 3.099
C -0.321 3.691 -1.351
O 1.057 3.943 -1.634
C 1.320 5.348 -1.771
C 2.757 5.618 -1.992
N 3.044 5.403 -3.379
C 4.438 5.349 -3.772
C 5.317 6.417 -3.200
O 4.757 7.728 -3.388
C 4.677 8.074 -4.757
H -0.743 4.450 -0.596
H -0.370 2.664 -0.933
H -0.959 3.818 -2.231
H 1.085 5.879 -0.817
H 0.745 5.681 -2.647
H 3.273 4.938 -1.337
H 3.028 6.654 -1.650
H 2.513 4.631 -3.743
H 4.453 5.350 -4.831
H 5.002 4.394 -3.468
H 6.264 6.336 -3.696
H 5.488 6.235 -2.119
H 4.230 9.082 -4.836
H 4.006 7.322 -5.219
H 5.732 8.090 -5.166
C 0.294 -4.409 1.955
O 0.982 -4.483 0.718
C 1.999 -5.400 0.862
C 2.917 -5.510 -0.327
N 3.880 -4.406 -0.396
C 4.675 -4.465 -1.595
C 5.603 -3.222 -1.524
O 6.410 -3.310 -0.374
C 7.578 -4.114 -0.468
H 1.008 -4.098 2.725
H -0.100 -5.391 2.180
H -0.490 -3.659 1.952
H 1.554 -6.360 1.070
H 2.570 -5.156 1.756
H 2.246 -5.559 -1.167
H 3.387 -6.468 -0.346
H 4.469 -4.686 0.375
H 4.181 -4.604 -2.512
H 5.238 -5.381 -1.601
H 5.038 -2.282 -1.429
H 6.133 -3.231 -2.492
H 7.368 -5.160 -0.595
H 8.163 -3.940 0.408
H 8.157 -3.817 -1.389
C -1.142 -3.065 -5.164
O -0.723 -4.421 -5.314
C -1.615 -5.388 -4.713
C -0.912 -6.731 -4.704
N 0.287 -6.500 -3.921
C 1.031 -7.733 -3.801
C 0.438 -8.723 -2.886
O 1.415 -9.846 -2.979
C 0.918 -10.991 -2.238
H -1.542 -2.941 -4.179
H -1.903 -2.770 -5.870
H -0.270 -2.499 -5.341
H -2.545 -5.426 -5.237
H -1.765 -5.191 -3.685
H -0.652 -7.113 -5.703
H -1.433 -7.556 -4.238
H 0.932 -5.789 -4.243
H 2.003 -7.488 -3.294
H 1.216 -8.289 -4.719
H -0.554 -9.180 -3.233
H 0.375 -8.379 -1.862
H 1.548 -11.800 -2.582
H -0.160 -11.114 -2.393
H 1.058 -10.724 -1.159
C 5.372 -8.491 -4.796
O 5.134 -7.087 -4.985
C 6.254 -6.334 -5.480
C 5.728 -5.010 -6.004
N 4.786 -4.397 -5.072
C 3.973 -3.350 -5.659
C 3.086 -2.739 -4.646
O 2.111 -3.675 -4.210
C 1.503 -3.184 -2.989
H 4.411 -8.905 -4.387
H 6.153 -8.591 -4.039
H 5.501 -9.039 -5.745
H 6.737 -6.779 -6.324
H 7.011 -6.065 -4.745
H 5.147 -5.105 -6.955
H 6.547 -4.347 -6.286
H 4.170 -5.033 -4.604
H 3.423 -3.734 -6.574
H 4.767 -2.636 -5.931
H 2.550 -1.878 -5.022
H 3.718 -2.474 -3.789
H 2.086 -3.339 -2.105
H 0.543 -3.709 -2.972
H 1.291 -2.109 -3.155
C -0.534 3.434 -7.399
C -1.259 4.134 -6.265
C -2.071 3.050 -5.538
O -1.265 1.968 -5.053
C -1.991 1.004 -4.318
N -0.329 4.797 -5.375
H 0.120 3.991 -8.069
H -1.225 2.865 -7.997
H 0.181 2.724 -6.922
H -1.964 4.870 -6.609
H -2.822 2.605 -6.198
H -2.569 3.525 -4.720
H -2.282 0.162 -4.969
H -2.912 1.260 -3.768
H -1.340 0.555 -3.506
H 0.385 4.148 -5.015
H -0.849 5.078 -4.576
C -7.315 -0.172 4.678
C -7.067 0.166 3.218
C -6.348 -1.011 2.575
O -5.968 -0.740 1.244
C -4.961 0.240 1.099
N -8.288 0.587 2.494
H -7.908 -1.075 4.869
H -7.911 0.669 5.179
H -6.353 -0.361 5.097
H -6.284 0.953 3.106
H -7.074 -1.824 2.543
H -5.438 -1.272 3.189
H -5.280 1.271 0.946
H -4.443 -0.038 0.220
H -4.224 0.133 1.933
H -8.161 0.194 1.559
H -9.100 0.154 2.994
C 0.224 6.269 2.830
C 0.874 5.740 4.031
C 0.408 4.289 4.342
O -0.854 4.289 5.028
C -0.753 4.548 6.374
N 2.301 5.880 3.899
H 0.565 7.242 2.533
H -0.857 6.263 3.049
H 0.291 5.653 1.987
H 0.463 6.369 4.822
H 1.195 3.921 5.009
H 0.407 3.697 3.410
H -1.734 5.125 6.613
H 0.142 5.175 6.600
H -0.673 3.609 6.879
H 2.794 5.452 4.670
H 2.666 6.826 3.750
C -5.379 4.075 4.512
C -3.935 3.800 4.293
C -3.566 2.274 4.216
O -3.963 1.488 5.344
C -3.054 1.713 6.388
N -3.525 4.419 3.053
H -5.672 5.111 4.409
H -5.706 3.788 5.523
H -5.944 3.348 3.921
H -3.378 4.276 5.107
H -2.437 2.353 4.048
H -4.097 1.915 3.326
H -3.360 1.258 7.333
H -2.813 2.763 6.649
H -2.100 1.283 6.069
H -3.871 5.385 2.933
H -2.533 4.581 3.063
C 3.921 0.773 -4.392
C 3.250 1.970 -5.146
C 2.936 1.628 -6.617
O 4.163 1.348 -7.274
C 3.946 1.116 -8.611
N 2.084 2.571 -4.489
H 4.120 1.114 -3.394
H 4.869 0.479 -4.831
H 3.245 -0.088 -4.346
H 4.115 2.668 -5.179
H 2.380 2.458 -7.081
H 2.312 0.726 -6.536
H 4.891 1.250 -9.183
H 3.205 1.778 -9.055
H 3.574 0.078 -8.682
H 2.185 2.498 -3.431
H 1.222 2.052 -4.710
C -3.811 -1.760 5.434
C -2.901 -2.951 5.377
C -3.080 -3.619 3.943
O -4.380 -4.160 3.869
C -4.595 -4.786 2.629
N -1.567 -2.597 5.771
H -3.515 -1.168 6.263
H -4.842 -2.043 5.451
H -3.713 -1.225 4.494
H -3.162 -3.750 6.009
H -2.393 -4.469 3.730
H -2.891 -2.880 3.100
H -4.464 -4.149 1.795
H -5.615 -5.144 2.648
H -3.880 -5.618 2.445
H -1.150 -1.795 5.313
H -0.930 -3.392 5.787
C 4.714 -0.328 0.802
C 3.204 -0.384 0.987
C 2.666 1.054 0.723
O 3.063 1.973 1.686
C 2.742 3.342 1.373
N 2.561 -1.381 0.179
H 4.950 0.023 -0.194
H 5.315 -1.186 1.002
H 5.163 0.391 1.459
H 3.098 -0.555 2.067
H 1.556 1.085 0.794
H 2.986 1.432 -0.270
H 3.326 4.054 1.940
H 1.677 3.495 1.511
H 3.009 3.524 0.345
H 1.759 -1.796 0.606
H 3.194 -2.128 -0.049
C -4.233 6.479 -0.736
C -5.008 5.315 -0.205
C -6.467 5.694 -0.041
O -7.353 4.608 0.118
C -7.251 3.847 1.362
N -4.903 4.255 -1.150
H -4.110 7.301 -0.025
H -4.690 6.880 -1.654
H -3.180 6.195 -0.831
H -4.656 4.992 0.756
H -6.808 6.172 -0.935
H -6.608 6.417 0.750
H -8.032 3.166 1.359
H -7.453 4.554 2.140
H -6.283 3.315 1.528
H -5.741 3.645 -1.096
H -4.971 4.669 -2.065
C -1.193 -2.453 -0.989
C -1.213 -0.895 -0.918
C -1.192 -0.325 0.454
O -1.579 1.021 0.196
C -1.523 1.731 1.363
N -0.143 -0.367 -1.759
H -1.975 -2.824 -0.348
H -0.164 -2.757 -0.808
H -1.392 -2.808 -2.038
H -2.247 -0.614 -1.321
H -0.162 -0.248 0.985
H -1.854 -0.776 1.179
H -2.059 1.246 2.234
H -1.986 2.710 1.225
H -0.514 1.983 1.748
H 0.749 -0.687 -1.384
H -0.168 0.627 -1.776
*
```

Values from the calculation:
DFT total energy ... -131012.4831 eV
Energy relative to the best compared isomer or geometry (same formula, charge and spin) ... 60.97 kcal per mole
HOMO ... -8.195 eV
HOMO-LUMO gap ... 8.70 eV
LUMO energy ... 0.51 eV

=====

Entry 2:
Molecular formula: C66H48O22
Method: DFT, wB97M-V/def2-TZVPD

Structure (ORCA input):
```
! wB97M-V def2-TZVPD RIJCOSX def2/J DEFGRID3
* xyz 0 1
O 12.537 19.763 15.722
C 11.513 19.831 16.331
C 11.440 20.938 17.328
C 10.445 20.955 18.190
C 9.410 19.932 18.132
O 8.518 19.860 18.948
C 9.387 18.996 16.995
C 10.364 18.951 16.095
H 12.341 21.556 17.332
H 10.451 21.625 19.057
H 8.592 18.249 16.974
H 10.451 18.271 15.279
O 13.205 21.206 20.457
C 12.412 20.459 20.981
C 11.496 20.900 21.994
C 10.588 20.026 22.394
C 10.682 18.599 22.035
O 9.917 17.829 22.510
C 11.698 18.149 21.050
C 12.580 19.017 20.523
H 11.506 21.939 22.325
H 9.851 20.253 23.155
H 11.576 17.102 20.755
H 13.344 18.790 19.770
O 8.206 9.048 23.958
C 8.436 9.972 23.214
C 7.636 10.236 22.020
C 7.915 11.332 21.345
C 9.051 12.187 21.695
O 9.429 13.054 20.931
C 9.929 11.879 22.916
C 9.651 10.772 23.554
H 6.808 9.566 21.901
H 7.337 11.651 20.459
H 10.840 12.436 23.086
H 10.201 10.358 24.404
O 8.405 11.414 15.133
C 8.816 10.873 16.128
C 8.843 9.381 16.274
C 9.114 8.869 17.495
C 9.652 9.756 18.558
O 9.964 9.351 19.626
C 9.755 11.208 18.299
C 9.379 11.787 17.194
H 8.504 8.810 15.407
H 9.086 7.811 17.743
H 9.992 11.863 19.128
H 9.496 12.827 17.001
O 14.354 14.662 22.362
C 13.733 15.027 23.320
C 12.328 15.356 23.155
C 11.616 15.704 24.223
C 12.226 15.693 25.634
O 11.600 15.893 26.621
C 13.707 15.324 25.692
C 14.431 14.988 24.633
H 11.826 15.358 22.169
H 10.634 16.130 24.229
H 13.996 15.346 26.714
H 15.508 14.723 24.690
O 12.948 13.408 15.337
C 12.286 13.874 16.235
C 12.613 13.630 17.619
C 11.879 14.188 18.539
C 10.794 15.163 18.157
O 10.265 15.872 18.971
C 10.473 15.351 16.674
C 11.165 14.722 15.736
H 13.337 12.831 17.784
H 11.997 14.086 19.613
H 9.657 16.015 16.364
H 11.017 14.903 14.677
O 11.414 17.106 12.933
C 12.562 17.116 12.669
C 13.265 18.464 12.711
C 14.509 18.433 12.345
C 15.184 17.161 12.022
O 16.384 17.209 11.884
C 14.483 15.825 11.997
C 13.244 15.870 12.376
H 12.617 19.284 12.899
H 15.150 19.309 12.222
H 15.087 14.932 11.818
H 12.672 14.941 12.575
O 12.024 7.710 16.036
C 12.939 8.224 16.649
C 12.925 7.933 18.077
C 13.459 8.787 18.901
C 14.157 9.985 18.305
O 14.501 10.876 18.975
C 14.312 10.135 16.864
C 13.872 9.177 16.015
H 12.289 7.147 18.432
H 13.408 8.762 19.968
H 14.941 10.995 16.479
H 13.732 9.242 14.959
O 8.342 16.139 14.563
C 7.785 15.521 13.736
C 6.911 14.338 14.094
C 6.674 13.379 13.230
C 7.258 13.531 11.882
O 6.865 12.764 11.055
C 8.140 14.594 11.473
C 8.298 15.606 12.274
H 6.526 14.367 15.110
H 6.092 12.477 13.445
H 8.612 14.537 10.499
H 8.771 16.575 12.135
O 16.976 13.760 15.899
C 16.226 14.808 16.270
C 15.731 14.838 17.556
C 14.842 15.864 18.011
C 14.426 16.802 17.117
O 13.375 17.653 17.479
C 14.994 16.783 15.797
C 15.867 15.801 15.383
H 17.043 13.634 14.953
H 16.006 13.976 18.146
H 14.392 15.751 18.989
H 13.346 18.435 16.939
H 14.869 17.630 15.146
H 16.258 15.930 14.400
O 15.161 11.828 14.373
C 14.896 11.432 13.094
C 15.678 10.423 12.671
C 15.532 9.924 11.373
C 14.546 10.447 10.491
O 14.452 10.138 9.185
C 13.714 11.471 10.932
C 13.889 11.963 12.185
H 14.393 12.371 14.597
H 16.328 9.977 13.431
H 16.069 9.021 11.122
H 15.029 9.371 9.066
H 12.965 11.885 10.266
H 13.282 12.809 12.512
*
```

Values from the calculation:
DFT total energy ... -114251.8260 eV
HOMO ... -8.087 eV
HOMO-LUMO gap ... 6.51 eV
LUMO energy ... -1.58 eV